# C2H15N2O3

4 unconnected molecules or ions with the total composition C2H15N2O3 at a distorted geometry (ωB97M-V with the def2-TZVPD basis set, the OMol25 dataset).

Results
Total charge   +1
Energy   -11434.168 eV
HOMO   -13.8 eV
Lowest unoccupied orbital energy   -2.80 eV
Energy relative to the best compared isomer or geometry (same formula, charge and spin)   40.16 kJ/mol

Last column: Mulliken charge in e.
Element x y z (Å)
C -1.070 1.125 1.009  -0.753
O 1.942 -0.270 -1.831  -0.586
H 0.471 -0.046 0.448  0.439
N 1.142 1.598 1.792  -0.580
H -0.520 0.343 -0.869  0.315
H 2.604 0.149 -2.397  0.295
H 0.113 -2.227 -1.306  0.342
O -1.973 -2.330 -1.659  -0.617
H -0.953 -0.785 0.265  0.379
H -2.909 -2.424 -1.456  0.299
H 0.010 2.921 0.419  0.344
H 1.117 -2.954 -0.295  0.273
H -1.704 -3.129 -2.121  0.315
N -0.485 0.111 0.112  -0.194
H -1.998 1.575 0.645  0.366
H -1.406 0.657 1.917  0.341
H 1.905 1.881 1.180  0.195
O 0.561 -2.189 -0.456  -0.597
C -0.087 2.262 1.275  -0.507
H 1.355 1.996 2.699  0.263
H 2.384 -1.056 -1.484  0.316
H -0.500 2.791 2.111  0.354

Force components x, y, z for each atom (eV/Å):
C -1.121 1.669 -0.232
O 0.266 0.156 -0.069
H 0.341 0.062 -0.374
N 0.237 0.985 -1.079
H 0.314 0.059 -0.454
H -0.142 0.011 0.030
H 0.218 -0.450 0.038
O 0.141 0.320 0.064
H 0.102 -0.107 -0.469
H -0.011 -0.157 -0.136
H 0.352 0.024 -0.090
H -0.219 -0.254 -0.346
H -0.330 -0.130 -0.049
N -0.752 -0.219 1.303
H 0.111 -0.403 -0.708
H 0.507 -0.433 0.479
H 0.169 -0.252 0.313
O 0.278 0.224 0.567
C 0.062 -1.772 1.105
H 0.142 -0.217 -0.012
H -0.204 0.128 -0.003
H -0.462 0.756 0.121

# C2H6ClN3

C2H6ClN3 in the gas phase at a distorted geometry (ωB97M-V with the def2-TZVPD basis set, the OMol25 dataset).

Results
Energy   -19160.969 eV
HOMO   -9.5 eV
Lowest unoccupied orbital energy   0.51 eV
Energy relative to the best compared isomer or geometry (same formula, charge and spin)   265.02 kJ/mol

Last column: Mulliken charge in e.
Element x y z (Å)
N 0.012 0.733 -0.292  -0.566
C -1.228 0.005 -0.187  -0.678
C 1.400 -0.308 0.075  0.498
H 0.176 1.398 0.508  0.294
H -1.991 0.567 0.572  0.238
N 1.190 -1.506 0.225  -0.584
H 1.984 1.370 -0.475  0.347
H 1.983 -2.014 0.307  0.233
N 2.365 0.541 -0.035  -0.241
H -1.629 -0.035 -1.157  0.236
Cl 3.991 0.105 -0.186  -0.057
H -1.061 -1.041 0.034  0.281

Force components x, y, z for each atom (eV/Å):
N 4.101 -0.896 2.221
C -1.250 1.448 2.200
C -5.826 1.039 -1.317
H -0.842 -0.869 -0.958
H 1.737 -1.673 -1.808
N -2.756 0.607 0.074
H 1.101 0.333 -0.349
H 3.123 -2.332 0.403
N 1.709 2.250 0.079
H -1.049 0.301 -1.290
Cl -0.117 0.037 -0.089
H 0.069 -0.246 0.833